{
  "formula": "C25H30BaN13S3",
  "method": "ωB97M-V/def2-TZVPD",
  "elements": ["Ba", "S", "C", "N", "C", "C", "C", "C", "C", "C", "S", "H", "H", "H", "H", "C", "C", "N", "N", "C", "S", "N", "N", "H", "H", "H", "H", "H", "H", "C", "N", "C", "C", "N", "N", "C", "N", "N", "H", "H", "H", "H", "H", "H", "H", "H", "H", "H", "H", "C", "C", "C", "C", "C", "C", "N", "N", "C", "C", "C", "C", "C", "N", "H", "H", "H", "H", "H", "H", "H", "H", "H"],
  "xyz": [[-0.6605, 0.1794, -0.0482], [-3.6734, 0.3654, -0.5037], [-3.2004, -0.5691, -1.8633], [-1.9652, -0.9149, -2.1737], [-1.9239, -1.6478, -3.3517], [-0.7698, -2.1404, -3.9559], [-0.8808, -2.8699, -5.1259], [-2.1269, -3.1109, -5.7069], [-3.2814, -2.6181, -5.1225], [-3.1689, -1.8881, -3.9468], [-4.4105, -1.1439, -2.9885], [0.1889, -1.9282, -3.4979], [0.0058, -3.2644, -5.6070], [-2.1923, -3.6836, -6.6219], [-4.2487, -2.7984, -5.5723], [2.5679, -6.3207, -1.1151], [2.5596, -5.0071, -1.7974], [2.6102, -4.8057, -3.0762], [2.5620, -3.4512, -3.2106], [2.4841, -2.7944, -2.0470], [2.3548, -1.1488, -1.7251], [2.5039, -3.8042, -1.1362], [2.3742, -3.6161, 0.2445], [2.5876, -7.1044, -1.8671], [1.6769, -6.4332, -0.4972], [3.4438, -6.4257, -0.4736], [2.5690, -3.0296, -4.1234], [3.2402, -3.9274, 0.6781], [2.3453, -2.5991, 0.3514], [1.6976, 4.0018, 2.8322], [2.0624, 4.1100, 1.4285], [2.8514, 5.2566, 1.0006], [1.7215, 3.0935, 0.5873], [1.2215, 1.9630, 0.9595], [1.9595, 3.3697, -0.7511], [1.6930, 2.5834, -1.8712], [2.4244, 3.0126, -2.9546], [0.8237, 1.6527, -1.8788], [1.8156, 4.9751, 3.2994], [2.3268, 3.2850, 3.3688], [0.6508, 3.7111, 2.9364], [2.2580, 5.9882, 0.4441], [3.7095, 4.9487, 0.4002], [3.2476, 5.7537, 1.8808], [1.1876, 1.9184, 1.9723], [2.2810, 4.2951, -0.9739], [3.3719, 3.3094, -2.7838], [2.3051, 2.4858, -3.8043], [0.8320, 1.1514, -2.7635], [-3.2800, 4.9446, 2.7526], [-2.4548, 4.5539, 1.7091], [-1.9482, 3.2645, 1.6793], [-2.2655, 2.3704, 2.6964], [-3.1009, 2.7585, 3.7424], [-3.6024, 4.0462, 3.7651], [-1.7089, 1.0611, 2.5860], [-1.9177, 0.3229, 3.5566], [-1.4039, -1.0055, 3.4560], [-1.4361, -1.7391, 4.6323], [-0.9691, -3.0426, 4.6119], [-0.5053, -3.5620, 3.4149], [-0.5260, -2.7531, 2.2894], [-0.9631, -1.4953, 2.2974], [-3.6843, 5.9478, 2.7748], [-2.2169, 5.2470, 0.9134], [-1.2960, 2.9551, 0.8719], [-3.3543, 2.0480, 4.5154], [-4.2566, 4.3536, 4.5697], [-1.8282, -1.2775, 5.5269], [-0.9762, -3.6444, 5.5104], [-0.1423, -4.5773, 3.3416], [-0.1758, -3.1412, 1.3387]],
  "forces_ev_per_a": [[0.20, -0.19, -0.15], [0.01, 0.05, 0.05], [0.02, 0.03, 0.06], [-0.16, -0.01, -0.17], [-0.02, -0.04, 0.01], [0.04, 0.02, 0.02], [0.02, -0.01, -0.02], [-0.04, 0.02, 0.02], [0.03, -0.02, -0.03], [-0.02, 0.01, 0.02], [0.02, -0.01, -0.01], [0.02, -0.03, -0.01], [0.01, 0.01, 0.01], [0.00, 0.00, 0.00], [0.00, 0.00, 0.00], [0.00, 0.00, -0.01], [-0.05, -0.03, 0.03], [0.03, -0.03, -0.02], [-0.03, 0.05, -0.02], [0.02, -0.07, 0.04], [-0.07, 0.01, 0.14], [0.00, 0.09, -0.07], [0.03, -0.05, 0.01], [0.00, 0.00, 0.00], [0.00, 0.00, 0.01], [0.00, 0.00, 0.00], [-0.01, 0.00, 0.00], [0.01, 0.03, 0.00], [-0.04, 0.00, 0.01], [0.03, -0.01, 0.00], [-0.02, 0.02, 0.01], [0.00, -0.02, 0.00], [0.01, -0.03, 0.01], [-0.07, 0.09, 0.03], [0.01, 0.02, -0.03], [0.04, -0.03, 0.00], [0.00, 0.00, 0.00], [-0.08, 0.09, 0.03], [0.00, 0.00, 0.00], [0.00, 0.00, 0.00], [0.00, 0.00, 0.00], [0.00, 0.00, -0.01], [0.00, 0.00, 0.01], [-0.01, 0.01, 0.00], [0.03, 0.00, 0.00], [0.00, 0.00, 0.01], [0.00, 0.00, 0.00], [0.00, 0.00, 0.00], [0.00, 0.03, -0.02], [0.00, 0.00, 0.00], [0.00, 0.02, -0.01], [0.00, -0.07, 0.03], [-0.02, 0.06, 0.04], [0.01, -0.01, 0.00], [0.01, 0.01, -0.01], [0.02, -0.07, -0.06], [0.00, 0.01, 0.04], [-0.05, -0.04, 0.01], [-0.03, 0.05, -0.02], [0.02, -0.03, -0.04], [-0.02, -0.02, 0.05], [-0.01, 0.00, -0.05], [0.13, 0.10, 0.06], [0.00, 0.00, 0.00], [0.00, 0.00, 0.00], [-0.02, 0.03, 0.01], [0.00, 0.00, 0.00], [0.00, 0.00, 0.00], [0.00, 0.00, 0.00], [-0.01, 0.01, 0.01], [0.00, 0.00, 0.00], [0.00, 0.00, 0.00]],
  "total_charge": 1,
  "de_lowest_kj_mol": 80.63,
  "homo_ev": -9.202,
  "gap_ev": 5.9,
  "energy_ev": -78981.122
}